Density functional theory data (the ωB97M-V functional and the def2-TZVPD basis) for a single C9H8BrNO2S molecule.

Computed properties:
- M (g/mol) = 274.14
- spin multiplicity = 3
- HOMO energy (alpha / beta) (eV) = -6.416 / -9.286
- Kohn-Sham gap (alpha / beta) (eV) = 7.06 / 6.95
- ⟨S²⟩ = 2.044
- LUMO (alpha / beta) (eV) = 0.642 / -2.335

The geometry in XYZ format:
```
22
Properties=species:S:1:pos:R:3:forces:R:3:mulliken_spin:R:1
C 2.356 2.619 0.614 -3.1 1.0 0.5 0.363
C 4.508 2.273 -0.273 2.4 0.4 1.4 -0.064
C 2.538 1.409 -0.100 -4.0 0.6 1.9 0.006
C 1.533 0.406 -0.286 3.0 -1.3 -2.0 0.485
C 1.732 -0.854 -1.299 -0.4 2.1 1.9 0.473
C 0.426 -1.427 -1.380 -0.2 0.1 -1.0 0.070
C -0.451 -0.718 -0.265 1.2 -2.9 -0.6 0.029
C -1.871 -0.568 -0.683 -1.9 1.4 1.9 0.010
C -0.242 -1.723 0.865 -0.2 0.4 1.1 -0.011
N 3.791 1.244 -0.477 1.9 -0.9 -1.3 0.049
O 0.007 -2.316 -2.127 0.3 0.7 0.8 0.280
O 0.272 0.495 0.108 -1.3 0.1 -0.5 0.110
S 3.732 3.593 0.591 0.6 -0.8 -0.5 0.087
Br 3.369 -1.392 -1.975 -1.1 -0.1 0.1 0.106
H 1.394 3.103 1.033 1.7 -1.3 -0.9 0.006
H 5.619 2.154 -0.200 -1.0 0.6 -0.8 -0.001
H -2.120 -0.888 -1.678 0.1 -0.7 -0.2 -0.002
H -1.961 0.505 -0.728 -0.5 0.7 -0.1 -0.004
H -2.695 -0.877 0.114 2.0 0.3 -1.7 0.000
H -0.331 -2.762 0.514 0.5 0.4 -0.1 0.000
H -1.047 -1.654 1.631 0.8 0.4 -0.2 0.001
H 0.771 -1.415 1.244 -0.9 -1.1 0.2 0.007
```
Forces are in eV/Å.